A structure of composition C23H42NO3P2Tl, computed with wB97M-V/def2-TZVPD.

CARTESIAN COORDINATES (ANGSTROEM)
C: -3.114 3.204 -1.169
C: -2.118 2.403 -0.577
N: -1.309 1.601 -1.304
C: -1.562 1.441 -2.599
C: -2.579 2.153 -3.242
C: -3.335 3.075 -2.527
C: -2.042 2.324 0.913
P: -0.478 1.665 1.656
Tl: 1.098 0.791 -0.280
P: 0.273 -0.674 -2.333
C: -0.750 0.434 -3.390
O: -3.870 0.327 1.243
O: -3.215 -1.418 -0.524
H: -3.666 3.872 -0.527
H: -2.732 1.960 -4.302
H: -4.108 3.647 -3.007
C: 0.289 3.095 2.472
C: -1.072 0.619 3.022
H: -1.418 -0.203 -3.996
H: -0.074 0.969 -4.082
H: -2.817 1.543 1.197
H: -2.400 3.241 1.434
C: 1.547 -1.315 -3.453
C: -0.858 -2.036 -2.044
H: -2.940 -2.168 0.604
H: -4.051 -1.652 -0.921
H: -3.750 -0.224 0.439
H: -4.770 0.683 1.220
H: 2.326 2.062 -0.097
H: -2.582 -2.651 1.267
H: -0.451 3.710 3.001
H: 1.030 2.724 3.189
H: 0.813 3.706 1.728
H: -1.216 1.222 3.929
H: -2.011 0.119 2.748
H: -0.299 -0.141 3.216
H: -1.127 -2.487 -3.006
H: -0.357 -2.786 -1.421
H: -1.781 -1.705 -1.517
H: 1.091 -1.797 -4.327
H: 2.201 -0.498 -3.785
H: 2.153 -2.046 -2.905
C: 1.157 -5.608 1.759
C: 1.209 -4.095 1.549
C: 0.344 -3.405 2.604
C: 2.633 -3.547 1.532
C: 3.727 -4.292 1.937
C: 5.010 -3.749 1.952
C: 5.219 -2.437 1.532
C: 4.172 -1.647 1.095
C: 4.453 -0.220 0.640
C: 4.943 0.651 1.795
C: 5.439 -0.169 -0.525
C: 2.824 -2.177 1.089
O: 1.809 -1.475 0.711
H: 1.473 -5.869 2.775
H: 1.794 -6.133 1.042
H: 0.129 -5.963 1.622
H: 0.769 -3.871 0.564
H: 0.756 -3.588 3.606
H: 0.316 -2.327 2.422
H: -0.684 -3.778 2.558
H: 3.569 -5.327 2.257
H: 5.852 -4.352 2.290
H: 6.225 -2.003 1.543
H: 3.504 0.197 0.294
H: 5.944 0.335 2.115
H: 4.989 1.703 1.489
H: 4.265 0.577 2.652
H: 5.124 -0.836 -1.334
H: 5.495 0.849 -0.928
H: 6.441 -0.469 -0.196

ΔE to the lowest compared entry with this formula, charge and spin: 36.6 kcal per mole
E_HOMO: -6.3 eV
Frontier orbital gap: 5.65 eV
Multiplicity: 1



The ion C5H10NO with charge +1, computed with wB97M-V/def2-TZVPD.

CARTESIAN COORDINATES (ANGSTROEM)
C: -1.869 -0.241 -0.252
C: -2.803 0.639 -0.030
C: -0.678 -1.065 -0.028
C: 0.703 -0.660 0.426
C: 0.830 0.880 0.719
N: 1.853 -0.929 -0.491
O: 1.017 1.568 -0.460
H: -3.026 1.039 0.853
H: -3.349 1.062 -0.859
H: -1.015 -1.835 0.623
H: -0.712 -1.765 -0.876
H: 1.656 1.047 1.423
H: -0.085 1.032 1.189
H: 2.427 -0.287 0.177
H: 1.703 -0.467 -1.432
H: 2.280 -1.925 -0.602
H: 0.381 2.315 -0.464

ΔE to the lowest compared entry with this formula, charge and spin: 162.8 kcal per mole
E_HOMO (spin up / spin down): -11.7 / -13.8 eV
Frontier orbital gap (spin up / spin down): 6.16 / 10.18 eV
Multiplicity: 1
Net charge: +1



An isolated molecule of C4H6ClN, computed with wB97M-V/def2-TZVPD.

CARTESIAN COORDINATES (ANGSTROEM)
C: -0.919 1.557 -0.304
C: 0.174 0.980 0.423
N: 0.635 0.841 1.643
C: 1.156 -0.045 0.683
C: 1.160 -1.490 0.245
Cl: 2.929 0.576 -0.460
H: -0.701 2.584 -0.293
H: -1.918 1.495 0.218
H: -0.963 1.193 -1.274
H: 0.114 -2.036 0.549
H: 1.864 -1.970 0.836
H: 1.233 -1.628 -0.773

Structure (SMILES): CC1=N[C@]1(C)Cl
ΔE to the lowest compared entry with this formula, charge and spin: 62.7 kcal per mole
E_HOMO: -9.8 eV
Frontier orbital gap: 10.19 eV
Multiplicity: 1



The ion C21H28BrN2O3 with charge +1, computed with wB97M-V/def2-TZVPD.

CARTESIAN COORDINATES (ANGSTROEM)
C: 1.405 -1.945 3.057
C: 1.443 -2.213 1.557
C: 2.819 -1.878 0.980
C: 2.914 -2.103 -0.525
N: 2.122 -1.092 -1.265
C: 2.220 -1.160 -2.763
C: 0.980 -0.470 -3.248
C: 0.879 0.903 -3.075
C: -0.381 1.454 -2.922
Br: -0.564 3.258 -2.379
C: -1.518 0.660 -2.954
O: -2.657 1.096 -2.327
C: -2.809 0.378 -1.101
C: -1.480 0.426 -0.329
O: -0.598 -0.425 -0.472
N: -1.331 1.504 0.431
C: -0.136 1.809 1.202
C: -0.525 2.376 2.541
C: -0.807 1.531 3.607
C: -1.197 2.055 4.827
C: -1.314 3.425 4.987
C: -1.041 4.272 3.926
C: -0.650 3.749 2.705
C: -1.418 -0.671 -3.417
O: -2.574 -1.332 -3.571
C: -2.552 -2.663 -4.043
C: -0.151 -1.232 -3.517
H: 2.149 -2.547 3.573
H: 1.609 -0.897 3.269
H: 0.428 -2.194 3.461
H: 0.662 -1.626 1.069
H: 1.225 -3.268 1.377
H: 3.564 -2.511 1.463
H: 3.078 -0.843 1.214
H: 3.952 -2.031 -0.857
H: 2.532 -3.093 -0.782
H: 1.114 -1.140 -0.992
H: 2.418 -0.156 -0.964
H: 3.143 -0.677 -3.084
H: 2.236 -2.208 -3.063
H: 1.753 1.522 -2.950
H: -3.612 0.876 -0.559
H: -3.084 -0.664 -1.299
H: -2.061 2.201 0.460
H: 0.419 0.875 1.317
H: 0.471 2.531 0.645
H: -0.720 0.462 3.480
H: -1.410 1.393 5.652
H: -1.617 3.833 5.939
H: -1.132 5.340 4.047
H: -0.435 4.410 1.877
H: -2.016 -2.739 -4.992
H: -2.106 -3.339 -3.308
H: -3.595 -2.934 -4.195
H: -0.044 -2.287 -3.712

Structure (SMILES): CCCC[NH2+]Cc1cc(Br)c(OCC(=O)NCc2ccccc2)c(OC)c1
ΔE to the lowest compared entry with this formula, charge and spin: 0.7 kcal per mole
E_HOMO: -11.6 eV
Frontier orbital gap: 9.22 eV
Multiplicity: 1
Net charge: +1



A cluster of 3 separate species, C4H14NO2 in total, computed with wB97M-V/def2-TZVPD.

CARTESIAN COORDINATES (ANGSTROEM)
C: -0.102 0.534 1.337
N: 0.014 0.424 -0.167
C: 1.469 0.321 -0.574
C: 2.214 0.784 0.673
C: 1.324 0.378 1.848
H: -0.470 1.523 1.586
H: -0.800 -0.217 1.687
H: -0.517 1.166 -0.631
H: -0.568 -0.386 -0.464
H: 1.598 0.965 -1.428
H: 1.650 -0.733 -0.727
H: 3.189 0.295 0.774
H: 2.362 1.858 0.622
H: 1.582 1.001 2.698
H: 1.522 -0.660 2.115
H: -2.260 -0.578 -1.978
H: -3.069 0.777 -1.876
O: -2.203 0.374 -1.760
H: -2.253 -2.284 0.028
H: -1.160 -3.021 -0.757
O: -1.606 -2.169 -0.686

ΔE to the lowest compared entry with this formula, charge and spin: 5.2 kcal per mole
E_HOMO: -15.5 eV
Frontier orbital gap: 12.51 eV
Multiplicity: 1
Net charge: +1



A structure of composition C4H8HgO2, computed with wB97M-V/def2-TZVPD.

CARTESIAN COORDINATES (ANGSTROEM)
C: -2.299 0.152 0.615
O: -2.461 0.052 -0.747
C: -0.868 -0.112 1.126
O: 0.064 0.813 0.680
Hg: -0.488 0.627 -1.467
H: -2.953 -0.563 1.185
H: -2.578 1.167 1.008
H: -0.606 -1.151 0.798
H: -0.912 -0.152 2.244
C: 2.172 0.386 -0.502
C: 1.860 -0.654 -1.352
H: 3.169 0.281 -0.050
H: 2.110 1.453 -0.272
H: 1.414 -1.572 -0.953
H: 2.375 -0.726 -2.314

E_HOMO (spin up / spin down): -2.8 / -2.9 eV
Frontier orbital gap (spin up / spin down): 5.87 / 5.95 eV
Multiplicity: 2
Net charge: -1



A structure of composition C5H6OS, computed with wB97M-V/def2-TZVPD.

CARTESIAN COORDINATES (ANGSTROEM)
C: -1.367 -0.059 -0.223
C: -0.406 1.240 0.003
C: 0.828 0.574 -0.276
C: 0.947 -0.837 0.642
C: -0.217 -1.064 -0.347
H: -0.568 1.590 1.080
H: -0.640 1.940 -0.674
H: 1.627 1.186 -0.206
H: 0.802 -0.811 1.753
H: 1.992 -1.174 0.559
H: -0.580 -2.117 -0.823
O: 0.505 -0.254 -1.335
S: -2.924 -0.214 -0.151

ΔE to the lowest compared entry with this formula, charge and spin: 81.5 kcal per mole
E_HOMO: -8.6 eV
Frontier orbital gap: 8.61 eV
Multiplicity: 1



A structure of composition C15H37AsCoIN2O5SSi3, computed with wB97M-V/def2-TZVPD.

CARTESIAN COORDINATES (ANGSTROEM)
Co: -0.882 -0.365 1.456
N: -0.400 -2.165 0.714
C: -1.276 -2.703 0.173
N: -2.263 -3.294 -0.444
C: -3.252 -4.041 0.342
C: -3.893 -5.064 -0.574
O: -4.461 -4.457 -1.720
C: -3.477 -3.766 -2.474
C: -2.820 -2.672 -1.659
H: -4.003 -3.348 0.733
H: -2.753 -4.518 1.184
H: -4.701 -5.577 -0.054
H: -3.142 -5.805 -0.881
H: -3.985 -3.335 -3.334
H: -2.719 -4.480 -2.827
H: -3.525 -1.892 -1.369
H: -2.014 -2.192 -2.213
C: 3.770 0.585 -1.926
Si: 2.340 -0.350 -1.142
C: 3.051 -1.677 -0.019
C: 1.346 -1.173 -2.508
As: 0.834 0.892 0.137
Si: 2.060 1.495 2.039
C: 2.081 0.007 3.194
C: 1.157 2.903 2.880
C: 3.846 1.984 1.694
Si: 0.068 2.889 -0.988
C: 1.780 3.760 -1.113
C: -0.838 4.220 -0.024
C: -0.336 2.634 -2.808
H: 4.369 -0.106 -2.527
H: 4.419 1.035 -1.172
H: 3.418 1.383 -2.582
H: 3.618 -2.405 -0.606
H: 2.252 -2.199 0.509
H: 3.728 -1.248 0.725
H: 1.935 -1.949 -3.005
H: 1.027 -0.451 -3.262
H: 0.452 -1.634 -2.083
H: 1.127 -0.527 3.207
H: 2.287 0.334 4.217
H: 2.850 -0.714 2.908
H: 0.078 2.730 2.848
H: 1.362 3.854 2.383
H: 1.472 2.988 3.923
H: 4.422 1.122 1.345
H: 4.321 2.355 2.608
H: 3.909 2.763 0.933
H: 2.206 3.959 -0.125
H: 1.666 4.726 -1.619
H: 2.511 3.176 -1.677
H: -0.347 4.386 0.937
H: -1.888 4.005 0.155
H: -0.749 5.151 -0.595
H: -0.136 1.599 -3.094
H: 0.267 3.293 -3.439
H: -1.395 2.810 -2.988
O: -2.840 -0.213 0.218
S: -2.631 1.254 0.356
O: -3.840 2.022 0.515
O: -1.836 1.709 -0.824
O: -1.748 1.391 1.605
I: -1.530 -2.947 3.867
C: -1.849 -0.946 3.050
H: -2.928 -0.888 2.925
H: -1.574 -0.310 3.894

ΔE to the lowest compared entry with this formula, charge and spin: 23.9 kcal per mole
E_HOMO (spin up / spin down): -4.9 / -5.0 eV
Frontier orbital gap (spin up / spin down): 7.31 / 7.40 eV
Multiplicity: 2
Net charge: -1



An isolated molecule of C6H6O, computed with wB97M-V/def2-TZVPD.

CARTESIAN COORDINATES (ANGSTROEM)
C: -1.327 -1.931 0.060
C: -0.687 -1.051 0.585
C: -0.051 0.061 -0.209
C: -0.850 1.276 -0.100
C: -1.537 2.260 -0.043
C: 1.418 0.202 0.153
O: 2.059 -1.050 0.127
H: -1.820 -2.533 -0.658
H: -0.097 -0.276 -1.255
H: -2.130 3.143 0.017
H: 1.487 0.688 1.133
H: 1.897 0.818 -0.610
H: 1.638 -1.607 0.799

Structure (SMILES): C#CC(C#C)CO
ΔE to the lowest compared entry with this formula, charge and spin: 121.7 kcal per mole
E_HOMO: -9.9 eV
Frontier orbital gap: 10.11 eV
Multiplicity: 1



A structure of composition C24H26N4O3S3Ti, computed with wB97M-V/def2-TZVPD.

CARTESIAN COORDINATES (ANGSTROEM)
Ti: -0.099 0.883 0.421
O: 3.625 0.177 2.229
C: 2.470 0.469 1.935
N: 1.941 0.579 0.710
C: 2.853 0.426 -0.398
C: 2.097 0.563 -1.686
C: 2.727 0.497 -2.923
C: 1.969 0.606 -4.071
C: 0.595 0.789 -3.963
C: 0.038 0.848 -2.704
N: 0.773 0.725 -1.590
C: 1.452 0.749 3.016
C: 1.784 0.718 4.356
C: 0.797 1.003 5.286
C: -0.484 1.299 4.845
C: -0.739 1.295 3.485
N: 0.214 1.030 2.592
H: 3.661 1.167 -0.357
H: 3.357 -0.550 -0.385
H: 3.799 0.357 -2.968
H: 2.441 0.555 -5.044
H: -0.033 0.890 -4.836
H: -1.025 0.991 -2.557
H: 2.801 0.476 4.631
H: 1.023 0.993 6.344
H: -1.281 1.525 5.539
H: -1.727 1.494 3.087
C: -2.175 -2.419 0.856
C: -2.371 -3.001 -0.541
S: -1.765 -1.931 -1.872
C: -0.787 -3.097 -2.852
C: 0.378 -3.789 -2.145
S: 1.563 -2.618 -1.436
C: 1.748 -3.196 0.269
C: 0.477 -3.358 1.093
S: -0.513 -1.851 1.296
H: -2.494 -3.153 1.597
H: -2.779 -1.521 0.982
H: -3.440 -3.168 -0.681
H: -1.887 -3.972 -0.637
H: -0.408 -2.492 -3.679
H: -1.441 -3.855 -3.288
H: 0.894 -4.423 -2.868
H: 0.018 -4.448 -1.357
H: 2.399 -2.447 0.728
H: 2.293 -4.142 0.282
H: 0.763 -3.708 2.086
H: -0.170 -4.124 0.667
O: -4.111 1.351 0.681
C: -2.919 1.528 0.473
O: -2.001 0.562 0.597
C: -2.298 2.780 0.070
C: -3.004 3.946 -0.221
C: -2.341 5.056 -0.682
C: -0.931 4.973 -0.863
C: -0.284 3.815 -0.558
N: -0.920 2.707 -0.079
H: -4.077 3.928 -0.082
H: -2.873 5.969 -0.912
H: -0.364 5.814 -1.236
H: 0.791 3.729 -0.681

ΔE to the lowest compared entry with this formula, charge and spin: 0.0 kcal per mole
E_HOMO (spin up / spin down): -4.9 / -8.5 eV
Frontier orbital gap (spin up / spin down): 4.98 / 8.56 eV
Multiplicity: 3



The ion C5H12N with charge +1, computed with wB97M-V/def2-TZVPD.

CARTESIAN COORDINATES (ANGSTROEM)
C: 1.439 0.858 -1.740
C: 0.116 1.426 -1.220
C: -0.052 1.215 0.300
C: -0.039 -0.218 0.693
C: -1.090 -0.896 1.122
N: -0.971 -2.297 1.590
H: 1.590 -0.191 -1.645
H: 1.484 1.077 -2.811
H: 2.274 1.439 -1.345
H: 0.107 2.496 -1.409
H: -0.722 0.944 -1.721
H: 0.850 1.571 0.818
H: -0.857 1.831 0.695
H: 0.851 -0.827 0.565
H: -2.106 -0.554 0.973
H: -1.288 -2.334 2.553
H: -1.574 -2.910 1.034
H: -0.010 -2.629 1.548

Structure (SMILES): CCC/C=C/[NH3+]
ΔE to the lowest compared entry with this formula, charge and spin: 31.5 kcal per mole
E_HOMO: -14.5 eV
Frontier orbital gap: 10.73 eV
Multiplicity: 1
Net charge: +1



A structure of composition C28H29N3SiW, computed with wB97M-V/def2-TZVPD.

CARTESIAN COORDINATES (ANGSTROEM)
C: 0.648 0.968 0.054
C: -0.329 0.823 -0.985
C: -1.599 1.305 -0.480
H: -0.135 0.556 -2.021
C: -1.392 1.709 0.881
C: -0.013 1.495 1.206
H: 0.474 1.802 2.139
H: 1.717 0.750 -0.054
H: -2.498 1.453 -1.079
H: -2.147 2.177 1.520
W: -1.054 -0.370 0.648
C: -1.031 -2.498 -2.497
H: -1.171 -1.915 -1.587
H: -0.429 -3.386 -2.263
H: -1.994 -2.840 -2.900
Si: 0.048 -1.643 -4.067
C: 1.959 -1.278 -4.316
C: 2.471 -0.013 -3.992
H: 1.808 0.827 -3.779
C: 3.853 0.195 -3.943
H: 4.222 1.180 -3.659
C: 4.748 -0.825 -4.283
H: 5.823 -0.635 -4.300
C: 4.231 -2.084 -4.637
H: 4.915 -2.902 -4.890
C: 2.844 -2.311 -4.681
H: 2.457 -3.293 -4.997
C: -0.910 -0.076 -4.454
C: -0.465 0.824 -5.436
H: 0.451 0.612 -6.000
C: -1.209 1.977 -5.728
H: -0.862 2.651 -6.523
C: -2.382 2.264 -5.015
H: -2.939 3.182 -5.223
C: -2.846 1.350 -4.060
H: -3.768 1.540 -3.504
C: -2.157 0.151 -3.843
H: -2.602 -0.623 -3.208
H: 0.616 -1.477 -2.646
H: 0.079 -2.253 -5.402
N: -0.070 -2.307 0.852
C: -1.323 -2.938 0.572
C: -1.503 -4.256 0.261
C: -2.803 -4.611 -0.143
C: -3.788 -3.628 -0.239
C: -3.515 -2.283 -0.039
N: -2.259 -1.966 0.413
C: 0.187 -2.000 2.209
C: 1.025 -2.709 3.028
C: 0.972 -2.371 4.386
C: 0.179 -1.281 4.778
C: -0.448 -0.467 3.851
N: -0.463 -0.886 2.545
H: 0.722 -2.774 0.389
H: -0.634 -4.912 0.303
H: -3.030 -5.638 -0.416
H: -4.791 -3.923 -0.536
H: -4.187 -1.446 -0.219
H: 1.642 -3.491 2.582
H: 1.523 -2.959 5.116
H: 0.072 -1.052 5.833
H: -1.001 0.454 4.056

ΔE to the lowest compared entry with this formula, charge and spin: 42.8 kcal per mole
E_HOMO (spin up / spin down): -12.6 / -13.1 eV
Frontier orbital gap (spin up / spin down): 4.84 / 5.32 eV
Multiplicity: 3
Net charge: +2



Calculated F_max in order - 2.5; 4.3; 5.4; 0.8; 1.3; 5.8; 6.1; 0.3; 1.5; 0.2; 2.0; 3.0 eV/A
Calculated total energy in order - -2037.10401; -326.02243; -670.84864; -3726.03310; -365.82251; -460.90152; -667.40833; -6262.53840; -307.26952; -3419.07764; -252.18100; -1604.45077 Ha